# 1
Formula: C4H14N2O2
Source: OMol25
Level of theory: ωB97M-V with the def2-TZVPD basis set

```
22
Properties=species:S:1:pos:R:3:nbo_charge:R:1
N -0.436 -1.936 -1.719 -0.85
C 0.710 -1.607 -0.722 -0.24
C 0.393 -0.225 -0.138 -0.05
N 1.595 0.638 -0.246 -0.83
C 0.075 -0.194 1.498 -0.43
C -1.226 0.577 1.846 -0.08
O -2.225 -0.434 2.162 -0.72
H -0.111 -2.709 -2.211 0.36
H -1.281 -2.032 -1.193 0.35
H 0.647 -2.405 0.009 0.19
H 1.618 -1.580 -1.231 0.19
H -0.354 0.366 -0.681 0.19
H 1.876 0.466 -1.218 0.34
H 2.369 0.477 0.213 0.34
H 0.969 0.239 1.999 0.21
H 0.257 -1.212 1.996 0.22
H -0.973 1.199 2.768 0.18
H -1.453 1.256 1.052 0.18
H -2.841 -0.503 1.478 0.47
O 0.210 3.332 -2.223 -0.96
H 0.540 3.735 -1.365 0.48
H -0.358 2.554 -2.075 0.48
```

Values from the calculation:
**Structure (SMILES)**: NC[C@H](N)CCO.O
**Gap between HOMO and LUMO**: 0.36692 hartree
**ΔE to the lowest compared entry with this formula, charge and spin**: 65.7 kcal per mole



# 2
Formula: C16H33NOP2Ru
Source: OMol25
Level of theory: ωB97M-V with the def2-TZVPD basis set

```
54
Properties=species:S:1:pos:R:3:lowdin_spin:R:1
Ru -0.031 0.080 0.289 1.90
P 2.435 -0.342 0.220 0.18
P -2.397 0.011 0.629 0.13
N -0.009 0.810 -1.296 0.70
H 1.153 0.039 1.388 0.10
C 2.944 -1.797 -0.706 0.05
H 4.032 -1.944 -0.594 0.01
H 2.705 -1.612 -1.765 0.00
H 2.409 -2.688 -0.357 0.00
C 3.393 -0.380 1.792 0.02
H 4.454 -0.588 1.569 0.00
H 2.993 -1.171 2.450 0.00
H 3.304 0.590 2.311 0.00
C 3.150 1.058 -0.696 0.02
H 4.247 1.056 -0.574 0.00
H 2.728 2.003 -0.324 0.00
H 2.896 0.921 -1.760 0.00
C -3.401 -1.272 -0.200 0.03
H -4.465 -1.005 -0.150 0.01
H -3.225 -2.238 0.285 0.00
H -3.088 -1.335 -1.248 0.00
C -3.136 0.100 2.288 0.03
H -4.229 0.148 2.179 0.00
H -2.780 1.007 2.793 0.00
H -2.867 -0.783 2.880 0.00
C -2.986 1.537 -0.190 0.00
H -4.060 1.656 -0.005 0.00
H -2.809 1.458 -1.268 0.00
H -2.443 2.399 0.208 0.00
C -0.022 1.639 -2.323 0.09
C -0.011 1.940 -4.726 -0.01
C -0.035 1.081 -3.647 0.12
C -0.020 3.066 -2.116 0.13
C -0.004 3.886 -3.225 0.00
C -0.004 3.325 -4.493 0.13
H -0.004 1.501 -5.714 0.00
H -0.042 -0.018 -3.666 0.01
H -0.015 3.388 -1.056 0.01
H 0.004 4.963 -3.048 0.00
H 0.013 3.973 -5.342 0.01
C -0.552 -3.208 1.684 0.06
O -1.046 -2.737 0.633 0.04
C 0.636 -4.119 1.597 0.01
H 1.119 -4.211 2.584 0.00
H 1.401 -3.672 0.940 0.00
H 0.330 -5.132 1.193 0.00
C -0.916 -2.678 3.033 0.02
H -1.995 -2.867 3.323 0.00
H -0.724 -1.584 3.124 0.01
H -0.217 -3.151 3.762 0.00
C 0.275 1.581 1.635 0.12
H 1.214 2.118 1.532 0.02
H 0.298 1.003 2.559 0.04
H -0.602 2.193 1.608 0.01
```

Values from the calculation:
**Gap between HOMO and LUMO (spin up / spin down)**: 0.17811 / 0.25974 hartree
**2S+1**: 5
**ΔE to the lowest compared entry with this formula, charge and spin**: 8.6 kcal per mole
**Expectation value of S²**: 6.052



# 3
Formula: C23H43NO18
Source: OMol25
Level of theory: ωB97M-V with the def2-TZVPD basis set

```
85
Properties=species:S:1:pos:R:3:lowdin_charge:R:1
C -0.392 -3.897 3.705 -0.01
C -0.237 -2.399 3.290 -0.31
C -1.536 -1.756 2.841 -0.09
O -1.611 -0.503 3.549 0.06
C -0.656 -0.574 4.551 -0.54
O -0.470 0.281 5.398 0.12
O 0.087 -1.658 4.449 0.09
H 0.534 -4.181 4.332 0.12
H -0.463 -4.494 2.816 0.05
H -1.328 -3.915 4.290 0.09
H 0.536 -2.396 2.484 0.15
H -2.409 -2.262 3.179 0.11
H -1.528 -1.515 1.764 0.12
C -1.186 -3.471 -0.428 -0.04
O -2.508 -3.133 -0.073 0.01
C -3.118 -3.682 0.965 -0.44
O -2.662 -4.861 1.556 -0.06
O -4.150 -2.994 1.448 0.01
C -4.780 -3.510 2.598 -0.07
H -1.131 -4.329 -1.087 0.08
H -0.579 -3.786 0.450 0.11
H -0.733 -2.672 -0.941 0.06
H -4.359 -4.352 3.111 0.08
H -5.783 -3.895 2.322 0.10
H -5.016 -2.808 3.434 0.11
C 4.355 2.007 -2.145 -0.04
O 5.064 3.206 -2.452 0.00
C 4.361 4.345 -2.617 -0.42
O 2.926 4.371 -2.515 -0.10
O 5.084 5.368 -2.885 0.03
C 4.510 6.664 -2.928 -0.03
H 3.572 1.916 -2.871 0.06
H 3.900 2.010 -1.167 0.09
H 5.100 1.254 -2.258 0.09
H 3.835 6.748 -3.741 0.08
H 5.228 7.506 -3.081 0.11
H 3.958 6.791 -2.000 0.10
C -0.770 3.289 4.255 -0.09
O -0.295 3.571 2.995 -0.01
C -1.146 4.078 2.085 -0.36
O -2.439 4.560 2.475 -0.07
O -0.704 4.239 0.819 -0.04
C -1.510 5.016 -0.042 -0.05
H 0.056 2.814 4.839 0.10
H -1.467 2.473 4.214 0.08
H -1.227 4.106 4.890 0.12
H -1.676 6.016 0.299 0.10
H -2.475 4.575 -0.016 0.09
H -1.115 5.060 -1.042 0.09
C -1.093 -1.866 -4.264 -0.06
O -1.092 -3.211 -4.609 0.02
C -0.293 -4.047 -3.894 -0.34
O 0.525 -3.559 -2.820 -0.09
O -0.355 -5.328 -4.217 0.04
C 0.412 -6.181 -3.449 -0.06
H -1.425 -1.725 -3.267 0.08
H -1.799 -1.265 -4.799 0.10
H -0.185 -1.370 -4.473 0.09
H 1.409 -6.209 -3.765 0.09
H 0.062 -7.156 -3.463 0.08
H 0.332 -5.954 -2.354 0.12
C 1.739 1.020 2.340 -0.05
O 2.548 0.628 1.285 0.04
C 2.033 -0.171 0.344 -0.40
O 0.717 -0.658 0.412 -0.06
O 2.824 -0.380 -0.667 0.02
C 2.344 -1.350 -1.590 -0.03
H 0.728 1.350 2.118 0.07
H 2.152 1.813 2.917 0.10
H 1.597 0.229 3.086 0.10
H 1.392 -1.055 -1.832 0.04
H 2.388 -2.334 -1.137 0.11
H 2.851 -1.311 -2.543 0.10
C -1.763 1.392 0.160 -0.07
C -1.406 1.408 -1.322 -0.24
C -0.422 2.488 -1.714 -0.18
C 0.481 1.977 -2.733 -0.21
N 1.149 1.540 -3.592 0.16
H -0.809 1.308 0.730 0.06
H -2.335 0.444 0.315 0.10
H -2.211 2.276 0.376 0.02
H -2.343 1.379 -1.869 0.11
H -0.955 0.457 -1.624 0.09
H 0.188 2.974 -0.958 0.12
H -1.032 3.221 -2.244 0.12
```

Values from the calculation:
**Structure (SMILES)**: C[C@H]1COC(=O)O1.COC(=O)OC.COC(=O)OC.COC(=O)OC.COC(=O)OC.COC(=O)OC.CCCC#N
**Gap between HOMO and LUMO**: 0.38352 hartree
**ΔE to the lowest compared entry with this formula, charge and spin**: 17.1 kcal per mole



# 4
Formula: C14H25ClMnN3O3P
Source: OMol25
Level of theory: ωB97M-V with the def2-TZVPD basis set

```
48
Properties=species:S:1:pos:R:3:lowdin_spin:R:1
Cl -1.675 -1.252 -2.093 0.11
C 1.496 -2.110 -3.864 -0.04
C 2.252 -0.890 -3.688 -0.05
C 1.363 0.223 -3.966 -0.02
H 3.289 -0.833 -3.352 0.00
C 0.075 -0.295 -4.370 -0.01
C 0.171 -1.745 -4.318 -0.01
H -0.627 -2.422 -4.600 0.00
H 1.847 -3.128 -3.716 0.00
H 1.568 1.294 -3.929 0.00
C -1.080 0.508 -4.855 0.00
Mn 0.559 -0.965 -2.449 1.99
C 1.644 -0.004 -1.233 0.00
C 0.546 -2.288 -1.148 -0.01
O 2.656 0.377 -0.779 -0.01
O 0.183 -2.977 -0.276 -0.01
H -1.096 1.497 -4.387 0.00
H -2.042 0.032 -4.638 0.00
H -1.001 0.662 -5.937 0.00
C -2.656 -0.522 0.969 0.00
N -1.878 0.502 1.685 0.01
C -2.628 1.763 1.686 0.00
P -0.206 0.508 1.396 0.00
O 0.084 0.675 -0.071 0.08
N 0.536 1.682 2.267 0.42
C 1.994 1.615 2.467 0.04
C -0.121 2.699 3.078 0.05
N 0.228 -0.920 2.142 0.27
C 1.602 -1.438 2.081 0.03
C -0.408 -1.208 3.433 0.02
H -2.824 -0.241 -0.086 0.00
H -3.629 -0.564 1.474 0.00
H -2.188 -1.515 0.996 0.00
H -2.550 2.241 2.663 0.00
H -2.301 2.442 0.885 0.00
H -3.669 1.489 1.514 0.00
H 2.364 2.652 2.530 0.01
H 2.222 1.122 3.436 0.02
H 2.511 1.096 1.631 0.00
H -0.794 3.324 2.467 0.02
H -0.670 2.250 3.925 0.02
H 0.672 3.334 3.500 0.00
H 2.225 -1.010 2.894 0.01
H 1.533 -2.525 2.243 0.01
H 2.072 -1.218 1.103 0.00
H -0.061 -0.522 4.229 0.01
H -1.501 -1.176 3.344 0.00
H -0.087 -2.219 3.715 0.00
```

Values from the calculation:
**Net charge**: +2
**Gap between HOMO and LUMO (spin up / spin down)**: 0.31313 / 0.18938 hartree
**2S+1**: 4
**ΔE to the lowest compared entry with this formula, charge and spin**: 0.0 kcal per mole
**Expectation value of S²**: 3.837



# 5
Formula: C34H65N7
Source: OMol25
Level of theory: ωB97M-V with the def2-TZVPD basis set

```
106
Properties=species:S:1:pos:R:3:lowdin_charge:R:1
C -4.334 4.101 9.591 -0.11
C -3.559 2.932 9.353 -0.11
C -3.418 2.251 10.586 -0.14
N -3.896 3.049 11.607 0.01
C -4.561 4.093 10.958 -0.16
H -4.632 4.852 8.874 0.09
H -3.134 2.520 8.449 0.08
H -2.921 1.313 10.784 0.10
H -3.938 2.820 12.590 0.14
H -5.133 4.872 11.441 0.10
C -1.096 0.608 1.280 -0.09
C -1.159 -0.797 1.140 -0.14
C -0.929 -1.163 -0.189 -0.13
N -0.574 0.001 -0.865 -0.02
C -0.711 1.101 -0.035 -0.11
H -1.200 1.119 2.225 0.08
H -1.433 -1.482 1.929 0.09
H -0.776 -2.143 -0.616 0.10
H -0.143 0.046 -1.777 0.14
H -0.530 2.079 -0.456 0.09
C 0.966 -7.438 2.687 -0.16
C 0.852 -8.719 2.337 -0.12
C 2.146 -9.285 2.484 -0.12
N 3.013 -8.315 2.951 0.02
C 2.279 -7.183 2.959 -0.17
H 0.249 -6.632 2.639 0.10
H -0.013 -9.166 1.869 0.10
H 2.454 -10.304 2.303 0.09
H 4.021 -8.357 2.929 0.15
H 2.832 -6.283 3.185 0.11
C 5.254 0.655 -4.250 -0.08
C 4.066 1.315 -4.725 -0.15
C 4.263 2.599 -5.028 -0.13
N 5.535 2.846 -4.529 -0.01
C 6.150 1.678 -4.230 -0.17
H 5.519 -0.349 -3.953 0.09
H 3.111 0.899 -5.009 0.09
H 3.647 3.409 -5.389 0.11
H 5.955 3.731 -4.281 0.15
H 7.149 1.670 -3.820 0.11
C -1.299 7.562 -3.206 -0.07
C -1.427 9.118 -2.919 -0.26
N -0.418 9.881 -3.642 -0.20
C -0.424 11.224 -3.109 -0.26
C 0.762 12.033 -3.743 -0.08
C -0.665 9.788 -5.060 -0.25
C -1.982 10.435 -5.540 -0.08
H -1.330 7.273 -4.257 0.06
H -2.109 7.055 -2.683 0.06
H -0.367 7.370 -2.674 0.07
H -2.469 9.434 -2.965 0.10
H -1.198 9.260 -1.863 0.11
H -1.355 11.772 -3.251 0.11
H -0.249 11.291 -2.035 0.11
H 0.981 12.848 -3.053 0.06
H 1.660 11.415 -3.773 0.07
H 0.529 12.421 -4.734 0.06
H -0.511 8.722 -5.229 0.09
H 0.127 10.168 -5.705 0.11
H -2.384 9.838 -6.359 0.06
H -1.690 11.286 -6.156 0.06
H -2.846 10.616 -4.901 0.07
C -3.319 -4.758 9.031 -0.10
C -2.583 -3.470 9.319 -0.22
N -1.241 -3.632 10.014 -0.18
C -0.226 -4.214 9.157 -0.29
C 0.136 -3.502 7.826 -0.07
C -1.290 -4.422 11.251 -0.27
C -2.018 -3.642 12.377 -0.08
H -4.006 -4.982 9.846 0.07
H -2.802 -5.642 8.658 0.07
H -3.944 -4.531 8.167 0.07
H -2.358 -2.971 8.377 0.09
H -3.281 -2.812 9.836 0.11
H 0.687 -4.308 9.745 0.11
H -0.559 -5.229 8.942 0.10
H 0.752 -2.728 8.284 0.07
H 0.951 -3.847 7.190 0.07
H -0.734 -3.083 7.320 0.06
H -0.255 -4.585 11.552 0.10
H -1.672 -5.441 11.188 0.11
H -1.713 -2.598 12.441 0.07
H -1.894 -4.019 13.393 0.06
H -3.082 -3.619 12.140 0.06
C -0.756 -5.634 -10.149 -0.08
C 0.729 -5.556 -9.714 -0.25
N 1.334 -4.221 -9.678 -0.17
C 2.487 -4.057 -8.838 -0.32
C 2.188 -4.096 -7.387 -0.09
C 1.532 -3.641 -11.036 -0.21
C 2.424 -4.520 -12.021 -0.07
H -1.241 -4.666 -10.274 0.07
H -1.510 -6.180 -9.582 0.06
H -0.748 -6.164 -11.101 0.06
H 0.802 -5.997 -8.720 0.09
H 1.275 -6.341 -10.237 0.10
H 3.265 -4.779 -9.087 0.11
H 3.096 -3.176 -9.041 0.12
H 1.758 -5.093 -7.286 0.06
H 3.071 -4.160 -6.750 0.08
H 1.529 -3.317 -7.003 0.08
H 1.932 -2.626 -11.037 0.10
H 0.584 -3.380 -11.506 0.10
H 3.358 -4.849 -11.566 0.06
H 2.791 -3.883 -12.826 0.06
H 1.841 -5.379 -12.353 0.06
```

Values from the calculation:
**Structure (SMILES)**: c1cc[nH]c1.c1cc[nH]c1.c1cc[nH]c1.c1cc[nH]c1.CCN(CC)CC.CCN(CC)CC.CCN(CC)CC
**Gap between HOMO and LUMO**: 0.31345 hartree
**ΔE to the lowest compared entry with this formula, charge and spin**: 76.1 kcal per mole



Energy, respectively: -11447.842 -41818.442 -62885.291 -78650.949 -46736.416 eV.
Molar mass, respectively: 122.17 418.46 621.59 404.74 571.94 g mol⁻¹.